Formula: C39H43N9PdS2Sb
Source: the Open Molecules 2025 dataset
Level of theory: ωB97M-V/def2-TZVPD

As for the spin multiplicity: 3. The gap between HOMO and LUMO (spin up / spin down) comes out at 0.2415 / 0.2584 Ha. The calculation puts the calculated total energy at -3169.0984 Ha. The expectation value of S² is 2.01. Its charge is +1. The HOMO energy (spin up / spin down) is -8.96 / -9.91 eV.

Last column: Löwdin charge in e.
Geometry (Å):
1 Pd -1.119 -1.036 0.542  0.6076
2 N 2.142 -0.943 -1.247  0.1884
3 C 2.325 -1.112 0.086  -0.4544
4 N 3.580 -1.274 0.482  0.2029
5 C 3.737 -1.380 1.797  -0.4485
6 N 4.975 -1.590 2.267  0.1870
7 N 2.747 -1.293 2.707  0.1893
8 C 1.546 -1.127 2.196  -0.3015
9 N 1.247 -1.018 0.898  0.1325
10 C 0.434 -1.033 3.194  -0.2005
11 C 0.712 -0.822 4.535  0.0095
12 C -0.346 -0.734 5.425  -0.0322
13 C -1.640 -0.873 4.952  -0.0305
14 C -1.832 -1.088 3.598  -0.1074
15 N -0.815 -1.162 2.744  0.0311
16 H 2.927 -1.224 -1.813  0.1223
17 H 1.231 -1.151 -1.621  0.0495
18 H 5.742 -1.664 1.624  0.1106
19 H 5.116 -1.703 3.254  0.1105
20 H 1.739 -0.737 4.854  0.1125
21 H -0.161 -0.560 6.477  0.1168
22 H -2.493 -0.814 5.613  0.1141
23 H -2.818 -1.206 3.166  0.0894
24 S -3.724 -0.671 0.299  0.6682
25 C -3.914 1.008 0.008  -0.8710
26 N -3.791 1.492 -1.229  0.0219
27 C -3.743 2.913 -1.551  -0.1614
28 C -4.610 3.680 -0.567  -0.1469
29 C -4.208 3.299 0.848  -0.1732
30 N -4.260 1.847 0.984  0.0101
31 H -3.508 0.814 -1.919  0.1156
32 H -4.098 3.041 -2.573  0.1287
33 H -2.709 3.269 -1.497  0.0872
34 H -5.662 3.442 -0.733  0.1256
35 H -4.476 4.751 -0.713  0.1223
36 H -4.884 3.733 1.583  0.1262
37 H -3.192 3.645 1.059  0.0929
38 H -4.275 1.436 1.903  0.1259
39 S -1.023 1.637 0.745  0.1705
40 Sb 0.315 2.139 -1.026  1.3197
41 C -0.313 0.939 -2.631  -0.3488
42 C -0.865 -0.325 -2.397  -0.1954
43 C -1.058 -1.221 -3.433  -0.0562
44 C -0.678 -0.880 -4.727  -0.0513
45 C -0.129 0.367 -4.977  -0.0630
46 C 0.068 1.266 -3.935  -0.1182
47 C -0.055 4.159 -1.474  -0.3671
48 C 0.142 5.021 -0.395  -0.1309
49 C 0.063 6.392 -0.580  -0.0676
50 C -0.202 6.910 -1.840  -0.0681
51 C -0.412 6.057 -2.912  -0.0723
52 C -0.332 4.682 -2.734  -0.1212
53 C 2.302 2.129 -0.340  -0.3690
54 C 3.401 2.159 -1.193  -0.1190
55 C 4.679 2.156 -0.661  -0.0701
56 C 4.854 2.122 0.718  -0.0715
57 C 3.756 2.092 1.561  -0.0766
58 C 2.467 2.087 1.037  -0.1515
59 H -1.266 -0.615 -1.409  0.0011
60 H -1.511 -2.181 -3.216  0.1225
61 H -0.810 -1.587 -5.536  0.1149
62 H 0.157 0.643 -5.983  0.1134
63 H 0.522 2.224 -4.160  0.0900
64 H 0.341 4.622 0.594  0.0935
65 H 0.216 7.057 0.261  0.1114
66 H -0.246 7.982 -1.984  0.1110
67 H -0.630 6.460 -3.893  0.1102
68 H -0.516 4.036 -3.582  0.0853
69 H 3.273 2.188 -2.270  0.1042
70 H 5.537 2.181 -1.319  0.1101
71 H 5.853 2.116 1.134  0.1097
72 H 3.894 2.067 2.635  0.1115
73 H 1.601 2.039 1.688  0.0597
74 C 1.512 -4.341 1.468  -0.0908
75 N 1.746 -4.007 0.075  -0.2487
76 C 2.736 -4.881 -0.519  -0.1024
77 C 0.553 -3.809 -0.765  -0.1794
78 C -0.768 -4.162 -0.144  -0.2789
79 C -1.152 -5.504 -0.111  -0.0562
80 C -2.339 -5.895 0.480  -0.0855
81 C -3.154 -4.923 1.043  -0.0911
82 C -2.775 -3.589 0.999  -0.1884
83 C -1.579 -3.167 0.408  -0.1644
84 H 2.437 -4.189 2.030  0.0816
85 H 1.191 -5.383 1.619  0.0916
86 H 0.739 -3.702 1.894  0.0715
87 H 3.674 -4.810 0.036  0.0805
88 H 2.937 -4.580 -1.548  0.0803
89 H 2.429 -5.940 -0.523  0.0873
90 H 0.685 -4.378 -1.691  0.1212
91 H 0.481 -2.758 -1.048  0.0488
92 H -0.506 -6.248 -0.566  0.1139
93 H -2.628 -6.938 0.498  0.1027
94 H -4.089 -5.201 1.515  0.1025
95 H -3.449 -2.871 1.451  0.0119

Atoms 1-6, force components in eV/Å:
Pd -0.047 -0.447 0.719
N -0.032 -0.084 0.111
C -0.031 0.029 -0.220
N -0.046 0.032 0.091
C 0.055 0.009 0.020
N -0.004 0.062 -0.002